Model i:
{
  "formula": "C5H14",
  "method": "ωB97M-V with the def2-TZVPD basis set",
  "orbital_gap_ev": 11.76,
  "smiles": "CCC.CC",
  "lumo_energy_ev": 1.10,
  "species": ["C", "C", "C", "H", "H", "H", "H", "H", "H", "H", "H", "C", "C", "H", "H", "H", "H", "H", "H"],
  "coordinates": [[1.61722, -1.98056, 0.90356], [1.13091, -0.57451, 1.32060], [1.64757, 0.76469, 0.68767], [2.69390, -1.85518, 0.72006], [1.30978, -2.13949, -0.13090], [1.23854, -2.72051, 1.58315], [0.03034, -0.52962, 1.43887], [1.50040, -0.53815, 2.35714], [2.70571, 0.65205, 0.46808], [0.89531, 1.28822, 0.12386], [1.75706, 1.44590, 1.56639], [-2.61395, 1.33059, -1.78161], [-1.70102, 0.33636, -1.05462], [-2.07081, 2.29322, -1.88266], [-2.73161, 0.99864, -2.81685], [-3.35568, 1.71034, -1.08349], [-1.74422, -0.69125, -1.42469], [-1.92479, 0.46206, 0.00220], [-0.64405, 0.57670, -1.26451]]
}

=====

Model ii:
{
  "formula": "C5H14",
  "method": "ωB97M-V with the def2-TZVPD basis set",
  "orbital_gap_ev": 12.60,
  "smiles": "CCC.CC",
  "lumo_energy_ev": 1.20,
  "species": ["C", "C", "C", "H", "H", "H", "H", "H", "H", "H", "H", "C", "C", "H", "H", "H", "H", "H", "H"],
  "coordinates": [[1.01560, 1.82511, 0.33874], [2.07396, 1.17173, -0.54894], [1.71684, -0.27422, -0.89196], [0.71786, 1.22875, 1.20492], [1.38269, 2.78448, 0.71999], [0.08133, 2.01821, -0.20372], [2.18987, 1.81070, -1.42353], [3.00455, 1.16658, 0.01334], [1.18894, -0.34138, -1.85531], [2.56025, -0.94757, -1.03376], [1.06109, -0.67685, -0.12999], [-1.66516, -1.79877, 0.74043], [-2.53885, -0.64935, 0.17217], [-1.71571, -1.77450, 1.83474], [-2.14862, -2.74402, 0.47944], [-0.62746, -1.70283, 0.44955], [-3.17756, -1.01321, -0.63473], [-1.92544, 0.16953, -0.18533], [-3.19419, -0.25239, 0.95395]]
}

=====

Model iii:
{
  "formula": "C5H14",
  "method": "ωB97M-V with the def2-TZVPD basis set",
  "orbital_gap_ev": 11.70,
  "smiles": "CCC.CC",
  "lumo_energy_ev": 1.05,
  "species": ["C", "C", "C", "H", "H", "H", "H", "H", "H", "H", "H", "C", "C", "H", "H", "H", "H", "H", "H"],
  "coordinates": [[0.41710, 2.31342, -0.30764], [-0.90863, 1.48837, -0.45589], [-1.07070, 0.83425, -1.80954], [1.28220, 1.73112, -0.77579], [0.30453, 3.25988, -0.91096], [0.80155, 2.43416, 0.73886], [-0.93034, 0.59332, 0.24860], [-1.65792, 2.03204, 0.08357], [-0.63521, -0.16252, -1.97921], [-2.18727, 0.56090, -1.98693], [-0.87218, 1.72970, -2.41027], [1.39003, -2.33819, 0.96405], [-0.05394, -2.00002, 1.32229], [1.98856, -1.48740, 1.52297], [1.70182, -3.22545, 1.35257], [1.63820, -2.19984, -0.06045], [-0.86608, -2.61507, 0.91330], [-0.26065, -0.96222, 1.07475], [-0.08106, -1.98643, 2.47571]]
}

=====

Model iv:
{
  "formula": "C5H14",
  "method": "ωB97M-V with the def2-TZVPD basis set",
  "orbital_gap_ev": 12.29,
  "smiles": "CCC.CC",
  "lumo_energy_ev": 1.15,
  "species": ["C", "C", "C", "H", "H", "H", "H", "H", "H", "H", "H", "C", "C", "H", "H", "H", "H", "H", "H"],
  "coordinates": [[-2.21760, 0.05787, 2.47843], [-1.26456, 0.23018, 1.28782], [-0.49605, -1.05562, 0.97186], [-2.55943, 1.00903, 2.90197], [-3.02539, -0.57611, 2.14333], [-1.73951, -0.42759, 3.33831], [-0.55131, 1.03050, 1.52927], [-1.78250, 0.70807, 0.45870], [0.54772, -0.96174, 1.27681], [-0.44749, -1.26610, -0.08966], [-0.91550, -1.88442, 1.53218], [1.67695, 1.12838, -2.26200], [1.89732, -0.38387, -2.24157], [0.91256, 1.45341, -1.54952], [2.56759, 1.66725, -1.91712], [1.48808, 1.50196, -3.26977], [2.56319, -0.63789, -1.41372], [0.96728, -0.89442, -2.01608], [2.37866, -0.69891, -3.15924]]
}

=====

model ii wins, 1.4 kcal/mol ahead of the next structure.

=====

Model i:
{
  "formula": "C5H14",
  "method": "ωB97M-V with the def2-TZVPD basis set",
  "orbital_gap_ev": 12.03,
  "smiles": "CCC.CC",
  "lumo_energy_ev": 1.10,
  "species": ["C", "C", "C", "H", "H", "H", "H", "H", "H", "H", "H", "C", "C", "H", "H", "H", "H", "H", "H"],
  "coordinates": [[0.46252, 1.64583, 1.51970], [-0.81172, 1.82602, 0.61096], [-1.67644, 0.66353, 0.81079], [0.37537, 1.21769, 2.45002], [0.91343, 2.64059, 1.81841], [1.23387, 1.04105, 1.10686], [-1.14921, 2.87951, 0.81675], [-0.31494, 1.83300, -0.40460], [-2.55237, 0.74590, 0.02691], [-1.45593, -0.34701, 0.80914], [-2.16518, 0.76792, 1.80523], [0.78524, -1.23033, -1.85278], [0.96213, -2.49403, -0.97135], [0.61123, -1.43313, -2.87731], [-0.03136, -0.62267, -1.56003], [1.68943, -0.56609, -1.80114], [0.23669, -3.21760, -1.20665], [0.93915, -2.28217, 0.04638], [1.94808, -3.06800, -1.14730]]
}

=====

Model ii:
{
  "formula": "C5H14",
  "method": "ωB97M-V with the def2-TZVPD basis set",
  "orbital_gap_ev": 12.12,
  "smiles": "CCC.CC",
  "lumo_energy_ev": 1.11,
  "species": ["C", "C", "C", "H", "H", "H", "H", "H", "H", "H", "H", "C", "C", "H", "H", "H", "H", "H", "H"],
  "coordinates": [[-1.08462, 1.60308, 0.12045], [-1.73050, 1.32569, 1.51547], [-1.07006, 0.12186, 2.18287], [-0.59048, 2.56929, 0.25450], [-1.85453, 1.56527, -0.63936], [-0.17716, 1.01585, -0.02822], [-1.60642, 2.21344, 2.14497], [-2.81483, 1.26302, 1.41726], [-1.45773, -0.05674, 3.18529], [-1.29769, -0.71904, 1.52236], [0.01929, 0.15523, 2.19722], [1.17171, -1.88572, -1.79190], [2.27073, -0.84258, -1.68753], [0.83783, -2.37539, -2.71167], [1.30416, -2.78815, -1.18902], [0.24444, -1.40418, -1.46193], [2.60326, -0.43496, -2.64597], [3.15899, -1.35257, -1.31376], [2.07360, 0.02662, -1.07105]]
}

=====

Model iii:
{
  "formula": "C5H14",
  "method": "ωB97M-V with the def2-TZVPD basis set",
  "orbital_gap_ev": 12.36,
  "smiles": "CCC.CC",
  "lumo_energy_ev": 1.10,
  "species": ["C", "C", "C", "H", "H", "H", "H", "H", "H", "H", "H", "C", "C", "H", "H", "H", "H", "H", "H"],
  "coordinates": [[0.15977, 3.10289, -0.38897], [-0.16770, 2.14511, -1.55216], [-0.35890, 0.68596, -1.13504], [-0.72176, 3.64813, -0.05478], [0.87603, 3.87387, -0.67522], [0.59444, 2.60222, 0.46976], [-1.05083, 2.53094, -2.06690], [0.62297, 2.23112, -2.28721], [-1.33056, 0.22540, -1.28185], [0.37714, 0.05644, -1.65428], [-0.07969, 0.53171, -0.08999], [-0.42011, -2.89950, 1.84182], [0.62374, -2.51898, 0.77774], [-1.18593, -3.56119, 1.46163], [0.10048, -3.44400, 2.62495], [-0.78654, -2.00432, 2.33756], [1.17366, -3.38385, 0.42923], [0.21451, -1.93571, -0.04623], [1.35926, -1.88623, 1.28994]]
}

=====

model iii wins, 9.6 kcal/mol ahead of the next structure.

=====

Model i:
{
  "formula": "C3H3NS",
  "method": "ωB97M-V with the def2-TZVPD basis set",
  "orbital_gap_ev": 9.65,
  "smiles": "C#CC#N.S",
  "lumo_energy_ev": -0.25,
  "species": ["C", "C", "C", "N", "H", "S", "H", "H"],
  "coordinates": [[-0.07325, -1.38609, -0.90653], [0.81022, -0.72318, -0.36740], [1.94464, -0.10273, 0.09376], [2.82492, 0.54772, 0.57454], [-1.04928, -1.62250, -1.21441], [-0.79051, 1.03943, 0.53330], [-1.89838, 0.53199, 0.34798], [-1.76836, 1.71537, 0.93875]]
}

=====

Model ii:
{
  "formula": "C3H3NS",
  "method": "ωB97M-V with the def2-TZVPD basis set",
  "orbital_gap_ev": [8.43, 7.11],
  "lumo_energy_ev": [-0.58, -1.06],
  "species": ["C", "C", "C", "N", "S", "H", "H", "H"],
  "coordinates": [[-1.34356, -0.05898, -0.58360], [1.19354, -0.80181, 0.63618], [-0.55989, 1.01999, -0.28288], [-1.97065, -1.00477, -0.81480], [2.70907, -0.49017, 0.54899], [0.56821, -1.63746, 0.86874], [-0.67629, 1.52321, 0.65914], [0.07957, 1.44998, -1.03178]]
}

=====

Model iii:
{
  "formula": "C3H3NS",
  "method": "ωB97M-V with the def2-TZVPD basis set",
  "orbital_gap_ev": 7.99,
  "smiles": "C#CC(N)=S",
  "lumo_energy_ev": -0.35,
  "species": ["C", "C", "C", "N", "S", "H", "H", "H"],
  "coordinates": [[1.85355, -1.01213, 0.09876], [0.67645, -0.53657, -0.11737], [-0.63452, -0.19355, 0.03763], [-0.96939, 1.02256, -0.00756], [-1.77681, -1.32126, -0.01477], [2.88959, -1.12862, -0.07513], [-1.83228, 1.41990, 0.38561], [-0.20658, 1.74966, -0.30718]]
}

=====

Model iv:
{
  "formula": "C3H3NS",
  "method": "ωB97M-V with the def2-TZVPD basis set",
  "orbital_gap_ev": 8.29,
  "smiles": "S=C[C@H]1C=N1",
  "lumo_energy_ev": -0.41,
  "species": ["S", "C", "C", "C", "N", "H", "H", "H"],
  "coordinates": [[-2.86021, -0.53493, 0.01847], [-1.39608, -0.43157, -0.67455], [-0.37463, 0.59550, 0.17184], [1.01840, 0.25198, 0.21458], [0.74240, 1.05180, -0.69720], [-1.28112, -0.88839, -1.70095], [-0.78752, 1.20544, 0.96092], [1.80123, -0.30605, 0.63414]]
}

=====

model iii wins, 10.9 kcal/mol ahead of the next structure.